No. 1
C18H24N4ORuS2 | ωB97M-V/def2-TZVPD

Output
Gap between HOMO and LUMO (spin up / spin down) (eV): 6.74 / 6.19
Calculated total energy (hartree): -1885.64913
ΔE to the lowest compared entry with this formula, charge and spin (kcal per mole): 34.94
Net charge: +1
2S+1: 2
⟨S²⟩: 0.765

Each line ends with the Mulliken spin population.
Element x y z (Å)
Ru -0.329 0.532 -0.253  0.888
C -0.921 -2.579 0.430  0.006
N -0.224 -1.884 -0.677  0.013
C 1.226 -2.157 -0.707  -0.004
C 1.887 -1.738 0.578  0.004
N 1.492 -0.379 0.929  -0.033
C 2.374 0.633 0.342  0.018
C 1.327 -0.179 2.360  0.008
C 2.388 -0.422 3.225  -0.004
C 2.254 -0.199 4.584  0.011
C 1.046 0.273 5.082  -0.006
C -0.018 0.489 4.226  0.015
C 0.111 0.257 2.854  -0.003
S -1.325 0.478 1.852  0.056
C -0.846 -2.268 -1.931  0.006
C -0.715 -3.557 -2.433  -0.005
C -1.355 -3.926 -3.604  0.006
C -2.153 -3.006 -4.272  -0.003
C -2.289 -1.725 -3.769  0.005
C -1.623 -1.354 -2.603  0.002
S -1.796 0.290 -2.040  0.017
H -0.769 -3.660 0.372  0.000
H -1.984 -2.366 0.359  -0.003
H -0.572 -2.220 1.395  -0.003
H 1.641 -1.605 -1.553  -0.004
H 1.437 -3.219 -0.862  -0.002
H 2.972 -1.817 0.462  -0.001
H 1.596 -2.402 1.389  0.001
H 3.437 0.391 0.456  0.007
H 2.180 1.586 0.828  0.002
H 2.171 0.734 -0.731  -0.004
H 3.329 -0.781 2.825  0.001
H 3.089 -0.384 5.245  0.001
H 0.929 0.470 6.139  0.000
H -0.972 0.840 4.601  0.001
H -0.118 -4.291 -1.906  0.000
H -1.237 -4.931 -3.985  0.000
H -2.667 -3.288 -5.181  0.000
H -2.912 -0.996 -4.270  0.001
C -1.113 5.950 -1.141  0.000
N -0.263 4.819 -0.817  0.001
C -0.681 3.564 -0.622  0.002
N -1.992 3.308 -0.738  0.002
O 0.165 2.678 -0.304  0.001
H -0.537 6.861 -1.016  0.000
H -1.968 5.996 -0.466  0.000
H -1.471 5.905 -2.171  0.000
H 0.730 4.962 -0.739  0.000
H -2.630 3.961 -1.155  0.000
H -2.302 2.360 -0.588  0.001

***

No. 2
C18H24N6O2S | ωB97M-V/def2-TZVPD

Output
Gap between HOMO and LUMO (eV): 8.61
Calculated total energy (hartree): -1577.55161
ΔE to the lowest compared entry with this formula, charge and spin (kcal per mole): 21.85
Net charge: 0
SMILES string: CC(C)c1nnc(NC(=O)CCC(=O)N2CCN(c3ccccn3)CC2)s1
2S+1: 1

Each line ends with the Mulliken charge.
Element x y z (Å)
C -6.656 -2.878 0.072  -1.545
C -5.283 -2.528 -0.497  0.667
C -4.227 -3.545 -0.051  -1.322
C -4.865 -1.168 -0.060  0.217
N -5.376 -0.519 0.921  -0.207
N -4.823 0.668 1.146  -0.691
C -3.865 0.940 0.325  0.284
N -3.156 2.110 0.356  -0.061
C -2.140 2.369 -0.516  0.547
O -1.844 1.592 -1.399  -0.673
C -1.433 3.695 -0.315  -0.805
C 0.069 3.423 -0.401  -0.729
C 0.423 2.404 0.678  0.856
O -0.387 2.102 1.539  -0.679
N 1.666 1.876 0.652  0.021
C 2.628 2.013 -0.416  -0.876
C 2.640 0.715 -1.247  -0.750
N 2.967 -0.402 -0.394  0.048
C 4.251 -0.846 -0.207  0.894
C 5.263 -0.689 -1.171  -0.491
C 6.504 -1.233 -0.924  -0.556
C 6.732 -1.922 0.262  -0.464
C 5.674 -2.033 1.143  -0.439
N 4.479 -1.513 0.928  -0.334
C 2.018 -0.533 0.693  -0.901
C 1.973 0.755 1.524  -0.858
S -3.549 -0.304 -0.857  -0.093
H -6.623 -2.852 1.157  0.328
H -7.399 -2.159 -0.261  0.361
H -6.953 -3.871 -0.254  0.433
H -5.328 -2.534 -1.592  0.285
H -3.254 -3.294 -0.467  0.381
H -4.504 -4.541 -0.387  0.377
H -4.152 -3.552 1.034  0.339
H -3.329 2.710 1.150  0.273
H -1.690 4.125 0.651  0.351
H -1.736 4.377 -1.112  0.323
H 0.643 4.340 -0.258  0.492
H 0.286 3.007 -1.386  0.350
H 2.407 2.874 -1.041  0.520
H 3.619 2.154 0.034  0.300
H 3.345 0.803 -2.071  0.322
H 1.639 0.547 -1.661  0.347
H 5.084 -0.170 -2.099  0.274
H 7.294 -1.123 -1.653  0.397
H 7.693 -2.357 0.484  0.378
H 5.778 -2.558 2.085  0.383
H 2.323 -1.373 1.315  0.472
H 1.030 -0.722 0.264  0.412
H 1.197 0.697 2.287  0.441
H 2.945 0.925 1.996  0.399

***

No. 3
C18H24O6 | ωB97M-V/def2-TZVPD

Output
Gap between HOMO and LUMO (eV): 8.20
Calculated total energy (hartree): -1151.12608
ΔE to the lowest compared entry with this formula, charge and spin (kcal per mole): 405.30
Net charge: 0
SMILES string: CCOC(=O)C(Cc1cc(C(C)=O)ccc1OCC)C(=O)OCC
2S+1: 1

Each line ends with the Mulliken charge.
Element x y z (Å)
C 3.042 -2.561 2.590  -0.746
C 3.501 -1.033 2.462  -0.426
O 2.652 -0.025 2.527  -0.418
C 1.922 0.086 1.540  -0.087
O 2.205 -0.387 0.598  -0.379
C 0.791 1.002 1.625  1.014
C -0.664 0.121 1.891  -2.435
C -0.931 -0.365 0.418  0.941
C -0.578 -1.757 0.166  -0.691
C -0.946 -2.185 -1.222  0.374
C -0.270 -3.305 -1.907  0.387
C 0.852 -3.972 -1.044  -1.105
O -0.967 -3.958 -2.517  -0.429
C -1.787 -1.439 -1.884  -0.284
C -2.154 -0.193 -1.884  -1.308
C -1.922 0.432 -0.407  0.226
O -2.169 1.753 0.217  -0.232
C -3.209 2.329 -0.698  -0.618
C -4.565 1.928 -0.329  -1.609
C 0.711 2.089 0.623  -0.029
O 0.549 3.345 0.994  -0.676
O 0.610 1.459 -0.599  0.165
C 0.702 2.486 -1.701  -1.661
C 2.117 3.320 -1.941  -1.391
H 2.458 -2.641 1.612  -0.058
H 3.939 -3.119 2.622  0.421
H 2.451 -2.564 3.471  0.316
H 4.036 -0.911 1.479  0.350
H 4.208 -0.843 3.360  0.290
H 0.807 1.460 2.566  0.705
H -0.382 -0.531 2.631  0.728
H -1.290 0.777 2.121  0.994
H 0.157 -2.184 0.783  0.534
H 0.549 -4.499 -0.013  0.247
H 1.503 -3.073 -0.759  0.239
H 1.227 -4.924 -1.423  0.400
H -2.117 -1.857 -3.074  0.106
H -2.808 0.481 -2.224  0.954
H -3.063 3.395 -0.137  0.372
H -2.748 2.591 -1.589  0.623
H -4.758 1.011 -0.819  0.399
H -5.256 2.594 -1.087  0.286
H -4.772 1.968 0.501  0.633
H 0.214 2.187 -2.350  1.484
H -0.054 3.423 -1.221  0.261
H 1.879 3.726 -2.810  0.462
H 2.459 3.742 -1.173  0.452
H 2.675 2.274 -1.987  0.217

***

No. 4
C18H25AsF4N4O2Ti | ωB97M-V/def2-TZVPD

Output
Gap between HOMO and LUMO (spin up / spin down) (eV): 6.50 / 6.50
Calculated total energy (hartree): -4554.55491
ΔE to the lowest compared entry with this formula, charge and spin (kcal per mole): 9.96
Net charge: +2
2S+1: 1

Each line ends with the Mulliken charge.
Element x y z (Å)
Ti 0.263 -0.136 1.132  -0.245
C 2.688 1.205 2.344  -0.929
N 2.157 -0.171 2.206  0.163
C 1.939 -0.845 3.491  -0.898
C 2.892 -1.013 1.274  -0.343
C 2.968 -0.230 -0.032  -1.073
N 1.602 0.312 -0.389  0.922
C 1.349 0.579 -1.725  -0.242
C 1.100 1.911 -2.180  0.283
F 1.274 2.976 -1.335  -0.360
C 0.951 2.131 -3.527  0.579
F 0.630 3.418 -3.830  -0.277
C 1.080 1.144 -4.500  -0.733
C 1.363 -0.131 -4.067  0.165
F 1.301 -1.205 -4.917  -0.263
C 1.469 -0.430 -2.720  0.375
F 1.766 -1.689 -2.246  -0.372
H 3.780 1.135 2.450  0.383
H 2.288 1.644 3.253  0.426
H 2.435 1.804 1.466  0.233
H 2.836 -1.382 3.767  0.398
H 1.062 -1.510 3.453  0.322
H 1.794 -0.074 4.263  0.310
H 2.344 -1.970 1.053  0.040
H 3.842 -1.357 1.675  0.533
H 3.381 -0.861 -0.826  0.588
H 3.709 0.605 0.008  0.344
H 0.902 1.354 -5.555  0.510
C -4.022 2.533 -1.345  -1.120
N -2.970 2.294 -0.363  0.017
C -2.736 3.258 0.601  -0.144
C -1.741 3.076 1.519  -0.976
C -0.960 1.893 1.438  0.838
O -0.005 1.485 2.272  -0.541
N -1.149 1.110 0.365  0.282
C -2.051 1.258 -0.639  0.379
O -2.235 0.466 -1.545  -0.668
H -4.008 1.665 -1.969  0.360
H -3.828 3.459 -1.920  0.371
H -4.985 2.522 -0.859  0.392
H -3.489 4.043 0.599  0.524
H -1.634 3.814 2.307  0.531
C -2.481 -2.467 1.730  -1.191
As -0.988 -2.308 0.472  0.890
C -0.028 -3.971 0.853  -1.237
C -1.836 -2.661 -1.277  -1.099
H -3.189 -3.204 1.346  0.447
H -3.021 -1.492 1.814  0.339
H -2.159 -2.810 2.734  0.408
H -0.595 -4.674 0.268  0.487
H -0.116 -4.349 1.908  0.391
H 1.002 -3.903 0.518  0.363
H -2.764 -3.234 -1.103  0.441
H -1.151 -3.299 -1.860  0.408
H -2.024 -1.719 -1.849  0.268

***

No. 5
C18H25Br33O2PS | ωB97M-V/def2-TZVPD

Output
Gap between HOMO and LUMO (eV): 4.91
Calculated total energy (hartree): -86532.90673
Net charge: -1
2S+1: 1

Each line ends with the Mulliken charge.
Element x y z (Å)
C -0.472 4.025 -1.095  -0.996
C -1.043 4.000 -2.403  -0.026
P -1.513 3.738 -4.243  0.471
C -2.558 2.154 -4.036  -0.641
S -2.875 1.633 -2.265  -0.168
C -1.407 0.740 -1.511  0.227
C -1.632 -0.863 -1.250  -0.469
O -0.111 2.682 -4.343  0.212
C 0.759 3.466 -5.233  -0.577
C -0.247 4.025 -6.423  -0.192
O -1.676 3.842 -6.009  -0.483
H 0.230 4.004 -0.130  0.363
H -0.795 4.999 -4.433  0.114
H -2.749 4.455 -3.949  -0.025
H -3.624 2.393 -4.518  0.326
H -2.081 1.330 -4.723  -0.031
H -0.459 0.955 -2.200  -0.184
H -1.199 1.275 -0.465  0.151
H -2.109 -1.061 -0.182  0.002
H -2.200 -1.428 -2.118  0.208
H -0.546 -1.352 -1.207  0.143
H 1.593 2.702 -5.553  0.086
H 1.255 4.255 -4.520  0.262
H 0.140 5.139 -6.538  0.268
H 0.034 3.331 -7.345  0.176
C 1.335 -1.178 -4.149  0.238
Br -0.394 -1.143 -5.038  -0.023
Br 1.732 -2.931 -3.405  -0.081
Br 2.760 -0.546 -5.313  -0.083
H 1.277 -0.480 -3.307  -0.130
C -4.329 -2.041 2.097  -0.304
Br -3.936 -0.625 0.822  0.091
Br -5.260 -3.530 1.261  -0.025
Br -2.734 -2.625 3.045  0.013
H -5.008 -1.618 2.845  0.237
C 3.171 2.528 -1.286  -0.438
Br 4.231 0.993 -0.734  -0.066
Br 2.991 2.625 -3.221  0.052
Br 1.442 2.572 -0.395  -0.040
H 3.716 3.424 -0.970  0.416
C 8.640 1.221 -1.967  -0.334
Br 7.714 -0.027 -3.137  -0.003
Br 7.493 2.698 -1.432  0.003
Br 9.430 0.324 -0.432  -0.029
H 9.465 1.650 -2.546  0.349
C -1.183 6.516 -9.856  -0.331
Br 0.500 7.422 -9.494  -0.037
Br -0.919 4.871 -10.860  -0.035
Br -2.207 6.215 -8.230  0.034
H -1.777 7.185 -10.488  0.327
C -1.360 -1.579 7.117  -0.417
Br 0.454 -1.364 6.448  0.140
Br -2.580 -0.283 6.331  -0.010
Br -2.002 -3.402 6.896  -0.032
H -1.331 -1.378 8.193  0.399
C 3.164 -4.526 5.356  -0.311
Br 1.434 -4.491 4.466  0.067
Br 3.560 -6.280 6.099  -0.020
Br 4.589 -3.895 4.192  -0.042
H 3.105 -3.828 6.197  0.287
C -3.141 -5.908 9.842  -0.270
Br -1.457 -5.002 10.203  -0.006
Br -2.877 -7.553 8.837  0.000
Br -4.164 -6.209 11.468  -0.039
H -3.734 -5.239 9.209  0.287
C -8.944 -1.769 2.112  -0.307
Br -8.137 -3.274 3.043  -0.038
Br -7.882 -0.150 2.295  -0.010
Br -9.313 -2.185 0.248  0.002
H -9.909 -1.575 2.593  0.339
C 5.341 -6.901 1.798  0.340
Br 3.639 -7.836 1.688  -0.008
Br 6.698 -7.970 2.692  -0.029
Br 5.941 -6.281 0.054  -0.011
H 5.178 -6.011 2.415  -0.285
C 2.234 2.289 6.653  -0.380
Br 3.294 0.755 7.206  -0.044
Br 2.054 2.387 4.719  0.047
Br 0.505 2.333 7.545  -0.015
H 2.779 3.185 6.969  0.351

***

No. 6
C18H25Br3N3O4S3 | ωB97M-V/def2-TZVPD

Output
Gap between HOMO and LUMO (eV): 4.46
Calculated total energy (hartree): -10081.75469
Net charge: +1
2S+1: 1

Each line ends with the Mulliken charge.
Element x y z (Å)
C -4.432 3.316 5.875  -0.775
C -2.798 3.607 5.920  -0.235
O -2.009 2.396 6.245  -0.392
C -2.061 1.413 5.138  -0.136
C -0.651 0.598 4.913  -0.331
O 0.190 1.164 3.807  -0.328
C -0.222 0.516 2.520  0.023
C -1.397 1.333 1.656  -0.531
C -1.892 0.611 0.266  -0.194
C -1.246 -0.844 -0.227  0.146
S -1.926 -1.601 -1.799  1.199
C -3.819 -1.370 -1.711  -0.926
O -1.699 -3.124 -1.947  -0.574
O -1.465 -0.766 -3.042  -0.600
C -0.074 -1.496 0.719  0.200
C 0.634 -2.928 0.353  -0.725
C 1.403 -2.975 -1.094  -0.449
C 2.934 -2.370 -1.082  -0.633
S 2.825 -0.628 -1.793  0.037
C 4.507 -0.001 -2.329  0.043
S 5.842 -0.384 -1.297  -0.207
N 4.725 0.826 -3.577  0.161
C 5.961 1.680 -3.752  -0.173
C 5.873 2.479 -5.189  -0.302
N 4.549 2.019 -5.790  -0.473
C 3.888 1.039 -4.822  0.159
N 0.371 -0.796 2.018  -0.057
H -4.945 3.437 6.942  0.272
H -4.700 2.289 5.360  0.232
H -4.910 4.168 5.203  0.274
H -2.643 4.380 6.811  0.292
H -2.517 4.082 4.869  0.236
H -2.460 1.974 4.190  0.077
H -2.895 0.629 5.437  0.240
H -0.031 0.501 5.923  0.326
H -0.911 -0.525 4.608  0.280
H -1.855 2.346 2.050  0.478
H -2.753 1.122 -0.379  0.313
H -4.058 -1.343 -0.544  0.317
H -4.178 -0.364 -2.192  0.319
H -4.402 -2.321 -2.128  0.374
H 1.437 -3.135 1.204  0.331
H -0.157 -3.790 0.396  0.357
H 0.836 -2.431 -1.973  0.262
H 1.505 -4.131 -1.377  0.339
H 3.481 -2.439 -0.050  0.373
H 3.574 -3.001 -1.865  0.373
H 6.828 1.776 -2.970  0.253
H 6.673 3.239 -5.642  0.295
H 2.844 0.554 -5.036  0.013
H 1.114 -1.244 2.617  0.365
C -0.629 -1.863 -6.183  0.229
Br 1.202 -1.206 -6.163  0.041
Br -1.672 -1.059 -7.614  -0.012
Br -0.700 -3.807 -6.239  -0.005
H -1.090 -1.554 -5.239  -0.170

***

No. 7
C18H25FN2O2 | ωB97M-V/def2-TZVPD

Output
Gap between HOMO and LUMO (eV): 9.55
Calculated total energy (hartree): -1060.81330
ΔE to the lowest compared entry with this formula, charge and spin (kcal per mole): 0.00
Net charge: 0
SMILES string: CCC[C@H](C)NC(=O)[C@H]1CC(=O)N(CCc2ccc(F)cc2)C1
2S+1: 1

Each line ends with the Mulliken charge.
Element x y z (Å)
C -1.364 5.628 -2.098  -1.410
C -0.655 4.372 -2.591  -0.076
C 0.786 4.323 -2.086  -0.869
C 1.575 3.072 -2.502  0.051
C 1.712 2.922 -4.014  -1.628
N 0.980 1.872 -1.942  -0.053
C 1.555 1.147 -0.964  0.092
O 2.611 1.439 -0.445  -0.702
C 0.760 -0.107 -0.599  0.651
C 0.872 -1.179 -1.692  -0.665
C 0.933 -2.497 -0.928  0.225
O 0.776 -3.606 -1.390  -0.697
N 1.211 -2.212 0.357  0.136
C 1.319 -3.221 1.380  -1.090
C -0.063 -3.779 1.771  -1.233
C -0.992 -2.661 2.140  0.056
C -1.821 -2.098 1.176  0.043
C -2.630 -1.017 1.477  -0.741
C -2.601 -0.505 2.761  0.397
F -3.383 0.555 3.062  -0.339
C -1.794 -1.047 3.744  -0.632
C -0.990 -2.125 3.423  -0.185
C 1.321 -0.801 0.648  -1.071
H -2.388 5.658 -2.462  0.377
H -0.849 6.519 -2.450  0.348
H -1.386 5.653 -1.011  0.348
H -1.202 3.495 -2.236  0.168
H -0.669 4.363 -3.682  0.238
H 0.780 4.369 -0.995  0.348
H 1.323 5.200 -2.452  0.417
H 2.572 3.136 -2.052  0.441
H 2.134 3.826 -4.442  0.372
H 2.370 2.088 -4.248  0.448
H 0.745 2.736 -4.476  0.376
H 0.108 1.566 -2.343  0.370
H -0.288 0.163 -0.441  0.407
H 1.803 -1.076 -2.256  0.385
H 0.044 -1.179 -2.399  0.353
H 1.813 -2.775 2.245  0.494
H 1.933 -4.041 0.995  0.464
H -0.459 -4.327 0.916  0.396
H 0.064 -4.469 2.606  0.472
H -1.833 -2.513 0.179  0.470
H -3.279 -0.574 0.738  0.485
H -1.801 -0.625 4.737  0.435
H -0.353 -2.557 4.180  0.401
H 2.370 -0.510 0.789  0.460
H 0.761 -0.546 1.550  0.269

***

No. 8
C18H25IrN3O3SSe2 | ωB97M-V/def2-TZVPD

Output
Gap between HOMO and LUMO (eV): 6.02
Calculated total energy (hartree): -6395.94343
Net charge: +1
2S+1: 1

Each line ends with the Mulliken charge.
Element x y z (Å)
Ir 0.010 -0.078 -0.489  1.102
O -2.306 0.062 1.801  -0.129
C -3.687 0.070 1.520  -1.291
C -3.882 0.055 0.001  2.046
C -5.415 0.081 -0.278  -1.494
O -5.709 0.054 -1.647  -0.529
C -3.362 -1.242 -0.624  -1.396
Se -1.583 -1.897 -0.122  -0.180
C -3.291 1.305 -0.657  -1.587
Se -1.453 1.866 -0.202  -0.211
H -2.168 0.100 2.751  0.190
H -4.157 0.969 1.938  0.446
H -4.169 -0.817 1.953  0.423
H -5.863 0.951 0.216  0.494
H -5.864 -0.818 0.153  0.484
H -5.775 0.950 -1.991  0.345
H -3.381 -1.148 -1.711  0.455
H -4.035 -2.057 -0.349  0.529
H -3.899 2.173 -0.386  0.482
H -3.319 1.182 -1.742  0.523
C 2.546 0.506 3.303  -0.366
C 2.065 -0.910 3.664  -0.614
C 0.818 -1.112 2.780  -0.599
O 0.798 -0.029 1.860  -0.075
C 1.344 1.081 2.552  -0.602
H 3.418 0.460 2.648  0.117
H 2.797 1.103 4.177  0.409
H 1.800 -0.977 4.717  0.318
H 2.830 -1.657 3.456  0.230
H -0.096 -1.095 3.387  0.208
H 0.836 -2.039 2.206  0.418
H 0.605 1.479 3.262  0.298
H 1.592 1.849 1.821  0.362
S 0.816 -0.924 -5.216  -0.079
C -0.176 0.461 -5.029  -0.261
C -0.391 0.713 -3.713  -0.818
N 0.204 -0.162 -2.863  0.234
C 0.873 -1.071 -3.511  -0.266
H -0.537 0.998 -5.882  0.436
H -0.966 1.530 -3.318  0.437
H 1.425 -1.860 -3.039  0.411
N 7.629 0.114 -0.463  -0.384
C 6.485 0.089 -0.487  -0.252
C 5.069 0.043 -0.545  0.600
C 4.376 -1.071 -0.064  -0.552
C 3.002 -1.100 -0.204  -0.465
N 2.306 -0.116 -0.771  0.061
C 2.965 0.960 -1.201  -0.334
C 4.338 1.092 -1.106  -0.657
H 4.908 -1.890 0.393  0.547
H 2.434 -1.954 0.142  0.506
H 2.362 1.745 -1.641  0.502
H 4.830 1.985 -1.455  0.532